No. 1
ORCA calculation (ωB97M-V/def2-TZVPD) on a molecular structure, C31H58O18SSi in a non-equilibrium geometry.

The geometry in XYZ format:
```
109
Properties=species:S:1:pos:R:3:forces:R:3
C -0.04622 -6.51413 6.27373 0.68 1.16 -0.36
C 0.66003 -5.93633 4.89551 2.24 1.43 -3.10
C -0.05490 -5.91647 3.40388 3.10 1.35 0.30
C 0.69999 -5.27827 2.06708 2.25 0.18 3.67
C 2.22660 -4.64677 2.18656 -2.01 -1.56 4.15
C 2.92497 -4.67349 3.67293 -2.81 -0.91 0.66
C 4.44253 -4.03575 3.96912 -0.33 -1.66 -1.85
O 4.74401 -3.89990 5.40289 -2.09 1.04 -1.45
S 4.14700 -2.44442 6.05928 -2.06 -0.96 4.95
O 3.63478 -2.85006 7.49592 1.89 1.18 -5.51
O 2.74689 -1.88057 5.26645 2.05 -0.05 0.18
Si 2.91755 -0.22116 4.70620 -1.03 1.06 -1.14
C 3.59805 -0.11012 2.86687 0.40 -0.31 -0.34
C 3.91643 0.92724 5.88977 0.33 0.65 0.96
C 1.09208 0.49428 4.59229 -0.48 -1.10 0.21
C 2.17822 -5.31486 5.01890 -2.40 -0.24 -3.56
H 0.79760 -7.00124 6.94767 -1.88 0.81 -1.58
H -0.94451 -7.24825 6.06476 1.99 1.56 0.39
H -0.40883 -5.55160 6.87727 0.55 -2.19 -1.33
H -1.14581 -6.37509 3.28464 2.68 1.10 0.21
H 0.17718 -5.23541 1.01842 1.02 -0.24 2.39
H 2.81756 -4.15170 1.29797 -1.51 -1.16 1.89
H 4.63694 -3.03652 3.39153 -0.56 -1.77 1.09
H 5.19334 -4.85725 3.53774 -1.43 1.96 1.17
H 3.01692 -0.92742 2.23271 1.32 1.79 1.06
H 4.75866 -0.31093 2.82909 -2.27 0.30 -0.11
H 3.41230 0.98153 2.43310 0.29 -2.38 0.91
H 4.47982 0.35790 6.74633 -1.07 1.17 -1.60
H 4.70644 1.55037 5.28452 -1.55 -1.14 1.20
H 3.12393 1.66411 6.39241 1.86 -1.51 -1.05
H 0.38199 -0.36728 4.17786 1.40 1.95 0.79
H 0.75872 0.71115 5.69279 0.36 -0.08 -2.17
H 1.04645 1.42480 3.88074 0.01 -1.72 1.57
H 2.68652 -5.35210 6.08934 -1.01 0.29 -2.68
C 1.94392 -2.68013 -3.86843 -0.22 -0.14 0.20
C 2.56846 -1.33621 -3.53839 0.39 -0.55 -0.37
O 1.62080 -0.48864 -2.87746 -0.08 0.13 1.14
C 1.46646 -0.70509 -1.54781 0.20 -0.54 0.27
O 2.05854 -1.54214 -0.88214 -0.82 1.26 -0.94
O 0.52501 0.15481 -1.08656 0.87 -0.58 -0.59
C 0.22247 -0.00651 0.29727 -0.22 0.03 0.66
H 1.01554 -2.54568 -4.43288 0.19 0.05 -0.05
H 2.63245 -3.29355 -4.45659 -0.07 0.11 0.05
H 1.68495 -3.22830 -2.95733 0.16 0.08 -0.08
H 2.85493 -0.83025 -4.46630 -0.24 0.18 0.26
H 3.47953 -1.45018 -2.93958 -0.31 0.05 0.07
H 1.12923 0.03571 0.90925 -0.14 -0.16 -0.18
H -0.30805 -0.95039 0.45624 0.23 0.08 0.04
H -0.43348 0.81471 0.59938 0.13 -0.08 -0.35
C -1.61437 0.87070 -3.67489 -0.28 0.10 0.02
C -0.35810 1.69587 -3.88930 0.07 -0.64 0.41
O -0.62071 2.79389 -4.77170 -0.33 1.24 0.25
C -1.19641 3.88104 -4.20134 -0.18 -0.29 0.49
O -1.49914 3.99924 -3.02290 0.46 -0.08 -1.68
O -1.39797 4.80879 -5.16941 0.31 -0.75 0.63
C -2.05445 5.98882 -4.71214 -0.23 0.51 0.11
H -2.04174 0.56254 -4.63456 0.17 -0.04 0.07
H -1.39579 -0.02066 -3.07993 0.03 0.14 -0.09
H -2.38348 1.45186 -3.15685 0.17 -0.05 0.03
H 0.40631 1.07680 -4.37045 -0.18 0.39 -0.10
H 0.06239 2.04593 -2.93944 -0.20 0.06 -0.24
H -1.53599 6.42304 -3.85122 -0.17 -0.21 -0.09
H -3.09630 5.76437 -4.46357 0.20 0.03 0.12
H -2.04208 6.72073 -5.52459 0.13 -0.36 0.00
C 0.90620 5.77621 -8.33610 -0.27 0.13 0.03
C 2.16247 6.60138 -8.55051 -0.03 -0.61 0.41
O 1.89986 7.69941 -9.43291 -0.24 1.14 0.29
C 1.32416 8.78655 -8.86254 -0.21 -0.22 0.51
O 1.02143 8.90475 -7.68411 0.47 -0.10 -1.70
O 1.12260 9.71430 -9.83062 0.31 -0.77 0.65
C 0.46612 10.89434 -9.37334 -0.23 0.50 0.12
H 0.47883 5.46805 -9.29577 0.19 -0.04 0.09
H 1.12479 4.88485 -7.74113 -0.02 0.11 -0.07
H 0.13709 6.35737 -7.81805 0.19 -0.08 0.04
H 2.92688 5.98232 -9.03165 -0.12 0.35 -0.17
H 2.58296 6.95145 -7.60064 -0.21 0.13 -0.21
H 0.98458 11.32855 -8.51242 -0.17 -0.21 -0.08
H -0.57573 10.66988 -9.12478 0.20 0.04 0.12
H 0.47849 11.62625 -10.18580 0.12 -0.37 -0.01
C -1.98263 3.70860 7.11093 0.20 0.12 -0.23
C -3.38911 3.20145 6.84691 0.41 -0.29 0.48
O -4.02987 3.99382 5.83952 -0.08 -0.24 -1.11
C -3.71376 3.68256 4.55819 0.48 -0.29 -0.01
O -2.94760 2.79960 4.20084 -1.14 1.23 0.48
O -4.37935 4.53482 3.74017 0.37 -0.67 0.80
C -4.09008 4.35265 2.35608 0.06 -0.03 -0.59
H -1.99589 4.77811 7.34448 -0.08 -0.17 0.10
H -1.52574 3.16782 7.94466 -0.09 0.06 -0.08
H -1.34717 3.58416 6.22869 -0.11 -0.11 0.11
H -3.98850 3.29971 7.75803 -0.11 0.17 -0.35
H -3.39117 2.13995 6.57336 0.02 0.27 -0.17
H -4.24448 3.31235 2.05201 0.17 0.18 0.14
H -3.06438 4.66967 2.14381 -0.12 -0.21 0.02
H -4.77365 4.98304 1.78053 0.05 -0.03 0.38
C -2.99378 -9.01384 -2.09924 0.12 0.29 -0.11
C -3.66198 -9.19991 -0.74869 -0.20 -0.37 -0.57
O -3.03983 -8.37019 0.24012 -0.35 1.05 0.38
C -3.44195 -7.07535 0.25774 -0.32 0.05 -0.59
O -4.27487 -6.57103 -0.48133 1.21 -0.71 1.16
O -2.74444 -6.42978 1.22482 -0.50 -0.65 -0.61
C -3.03147 -5.03605 1.31258 -0.12 0.61 0.14
H -1.91322 -9.17079 -2.01972 -0.16 -0.14 0.03
H -3.40212 -9.71415 -2.83349 0.04 0.06 0.12
H -3.14001 -7.99607 -2.47395 -0.11 -0.15 0.06
H -3.53524 -10.23660 -0.41963 0.13 0.31 0.23
H -4.74005 -9.00862 -0.80149 0.26 0.19 0.07
H -4.10671 -4.85810 1.41599 0.20 -0.08 -0.20
H -2.63610 -4.51706 0.43397 -0.21 -0.06 0.07
H -2.53171 -4.64182 2.20183 0.04 -0.34 -0.15
```
Forces are in eV/Å.

Results
Kohn-Sham gap = 8.62 eV
E = -88646.77429 eV
Net charge = 0

---

No. 2
ORCA calculation (ωB97M-V/def2-TZVPD) on a molecular structure, C31H59N3O4SeSi7TeW in a non-equilibrium geometry.

The geometry in XYZ format:
```
107
Properties=species:S:1:pos:R:3:forces:R:3
W -0.01927 0.65690 -1.46955 1.23 0.69 -0.13
C 1.89923 -3.70063 -0.74444 -0.10 -0.24 -0.16
Si 1.87787 -2.02119 -1.57347 0.17 -0.13 0.15
C 3.18382 -2.12267 -2.93523 -0.23 -0.02 -0.29
C 2.84112 -0.91786 -0.37714 0.09 0.08 0.03
C 0.11983 -1.49305 -2.13414 0.04 0.57 0.10
Si -1.42596 -2.37258 -1.46212 -0.50 -0.04 -0.12
C -2.06988 -3.68565 -2.67019 0.39 -0.16 -0.08
C -1.41673 -3.36941 0.13520 0.22 -0.04 0.14
C -2.90477 -1.18158 -1.33987 -0.11 -0.11 -0.25
Si 0.01904 -1.38401 -3.99639 0.07 -0.28 0.10
C 0.60932 -2.85496 -5.01132 0.12 0.01 -0.06
C -1.62185 -1.05964 -4.85329 -0.16 0.12 0.01
C 1.16338 0.11236 -4.26244 -0.24 -0.28 -0.51
C 1.59143 0.48757 -5.52806 0.05 -0.19 -0.02
C 2.32926 1.64375 -5.71506 -0.04 -0.09 -0.11
C 2.64378 2.38627 -4.59865 0.13 0.08 0.18
C 2.20090 1.95676 -3.36075 0.45 0.28 0.11
N 1.46441 0.85938 -3.17622 -0.32 0.07 -0.30
H 2.94203 -4.01869 -0.64370 -0.05 0.03 0.00
H 1.37427 -4.45617 -1.34092 0.05 0.03 0.11
H 1.45661 -3.68375 0.25198 0.08 0.04 -0.02
H 4.10704 -2.46337 -2.46157 -0.03 0.04 0.07
H 3.38506 -1.15070 -3.39226 0.05 -0.03 0.02
H 2.95427 -2.82443 -3.72982 0.10 -0.06 0.00
H 3.89927 -1.11158 -0.58625 -0.06 -0.06 0.03
H 2.64915 -1.16211 0.66728 -0.07 0.03 0.00
H 2.70037 0.15244 -0.48906 0.07 0.09 0.04
H -1.59615 -4.64993 -2.45479 -0.03 0.03 -0.06
H -1.91051 -3.47417 -3.72601 -0.09 -0.04 0.05
H -3.14542 -3.80401 -2.51426 0.03 0.00 0.05
H -0.46043 -3.85079 0.33364 -0.12 -0.03 0.01
H -2.15551 -4.16637 -0.00180 -0.01 0.06 0.02
H -1.68976 -2.79361 1.02007 -0.01 -0.01 -0.06
H -3.53844 -1.32388 -2.22270 0.01 0.01 0.07
H -2.71407 -0.11746 -1.26772 0.03 0.17 0.06
H -3.49497 -1.44600 -0.45730 0.02 -0.05 -0.01
H 0.10847 -3.75839 -4.64953 0.03 0.05 -0.05
H 1.67739 -3.03986 -5.00000 0.00 -0.03 -0.05
H 0.31054 -2.71263 -6.05515 -0.04 -0.02 0.06
H -2.11890 -2.00058 -5.08945 0.04 0.02 -0.08
H -1.40648 -0.56429 -5.80764 0.00 -0.01 0.03
H -2.31388 -0.43214 -4.29961 -0.04 -0.06 -0.02
H 1.32924 -0.14445 -6.36909 0.00 0.04 0.01
H 2.64887 1.95576 -6.70158 -0.02 -0.02 0.01
H 3.22034 3.29832 -4.66268 0.00 -0.02 0.03
H 2.46601 2.50990 -2.47814 -0.03 0.13 -0.02
O -1.14340 0.94821 -2.96615 -0.31 0.19 -1.10
C -1.15530 2.12038 -3.61479 -0.21 -0.04 0.17
C -1.06118 3.33098 -2.90299 -0.15 0.11 -0.02
C -0.91187 4.56122 -3.55626 0.04 0.05 -0.21
C -0.90841 5.72202 -2.82033 0.00 0.05 -0.08
C -1.07116 5.72171 -1.44146 -0.04 0.07 0.11
C -1.20550 4.51523 -0.77921 -0.04 0.11 0.09
C -1.18447 3.31634 -1.48065 0.06 0.04 -0.36
O -1.25848 2.15960 -0.84373 -0.36 0.13 0.16
N -0.72248 7.00236 -3.51966 0.01 -0.12 0.06
O -0.85093 8.02327 -2.87444 0.00 0.02 -0.01
O -0.44305 6.96601 -4.70386 -0.03 0.01 0.00
H -1.19247 2.06441 -4.69620 -0.10 -0.02 -0.02
H -0.79785 4.60692 -4.63169 -0.01 0.00 0.03
H -1.07429 6.66069 -0.90838 0.01 -0.02 0.01
H -1.31728 4.47907 0.29652 0.04 0.00 -0.01
C -3.40409 -1.97935 3.83303 0.11 -0.15 -0.11
Si -2.52225 -0.34937 4.11210 -0.36 0.00 -0.05
C -3.49314 1.00873 3.26191 0.12 0.15 -0.13
C -2.47368 -0.04244 5.97111 0.20 -0.02 0.09
Si -0.32114 -0.36729 3.32561 0.03 0.25 0.76
Te -0.27805 -0.11734 0.87182 -0.45 -1.52 1.88
Si 0.83551 -2.26142 4.06633 0.29 -0.26 -0.01
C 2.61670 -2.23754 3.48341 0.10 0.15 -0.07
C 0.80897 -2.13815 5.94115 -0.16 0.22 0.08
C 0.11649 -3.92805 3.60681 -0.23 0.00 -0.12
Si 0.73672 1.62109 4.00456 0.15 0.30 -0.22
C -0.31446 3.01529 3.32195 -0.16 0.01 -0.07
C 0.96287 1.87604 5.84865 -0.11 -0.17 0.14
C 2.41881 1.68601 3.18372 0.11 -0.16 -0.08
H -4.33223 -1.99632 4.41139 0.00 0.01 -0.04
H -2.78792 -2.82171 4.15984 -0.10 0.04 0.01
H -3.65286 -2.13474 2.77943 0.02 0.00 0.05
H -4.56393 0.79002 3.28485 0.03 0.01 0.03
H -3.18752 1.10888 2.21503 -0.08 -0.01 0.05
H -3.32793 1.97493 3.74622 -0.03 -0.05 -0.04
H -3.28448 0.62965 6.26387 0.01 -0.04 -0.01
H -1.53034 0.40702 6.29453 -0.11 0.00 0.01
H -2.59693 -0.97988 6.52086 0.01 0.05 -0.02
H 3.01614 -1.21988 3.46344 0.03 -0.10 0.00
H 2.70595 -2.65053 2.47489 0.00 0.03 0.04
H 3.24648 -2.83435 4.14981 -0.04 -0.01 -0.03
H 1.35341 -1.25861 6.29462 -0.02 -0.07 0.00
H 1.27607 -3.02492 6.37798 -0.01 0.02 -0.03
H -0.21453 -2.06930 6.32566 0.10 -0.03 0.00
H 0.35889 -4.19910 2.57703 -0.03 0.01 0.03
H -0.97105 -3.96114 3.71016 0.09 -0.05 0.00
H 0.54211 -4.68876 4.26761 0.01 0.01 -0.03
H -1.20955 3.17773 3.93017 0.06 0.00 -0.04
H -0.63899 2.77908 2.30260 0.03 0.07 0.03
H 0.25283 3.94955 3.28580 0.00 -0.04 0.01
H 0.02333 2.14732 6.33662 0.06 0.00 -0.01
H 1.67381 2.69192 6.00340 -0.03 0.00 0.00
H 1.35657 0.98861 6.34944 0.02 0.07 0.00
H 2.34692 1.39469 2.13029 0.05 0.04 0.06
H 3.13312 1.01563 3.67094 -0.03 0.05 -0.02
H 2.82620 2.70016 3.21776 -0.04 -0.03 0.00
Se 2.50557 4.43939 0.28936 0.18 0.32 0.08
C 1.78914 2.97760 -0.30882 0.03 -0.08 0.22
N 1.33119 1.97559 -0.71249 0.06 -0.30 -0.34
```
Forces are in eV/Å.

Results
Kohn-Sham gap (alpha / beta) = 5.18 / 6.36 eV
2S+1 = 3
E = -175375.05893 eV
Net charge = 0
Relative energy (zero: lowest compared OMol25 entry of this formula, charge and spin) = 376.09 kJ/mol